The following is a quantum chemistry calculation of an isolated molecule of CH3ClO, from the OMol25 dataset.

CARTESIAN COORDINATES (ANGSTROEM)
O  -0.0529  1.2374  -0.1456
C  1.0004  0.2779  0.7548
Cl  2.3366  -0.0932  -0.2648
H  -0.0099  2.0015  0.4061
H  1.2576  0.9389  1.5403
H  0.5399  -0.6585  1.0335

Electronic energy: -575.286191 a.u.
Net charge: 0
HOMO level: -10.91 eV
Molar mass: 66.49 g mol⁻¹
Kohn-Sham gap: 11.774 eV
LUMO energy: 0.03166 Eh
ΔE to the lowest compared entry with this formula, charge and spin: 23.8 kcal per mole

These are the Mulliken partial charges, in e, on atoms 1 to 2: -0.50, -0.14

The following is a quantum chemistry calculation of the ion CH3ClO2PS with charge -1, from the OMol25 dataset.

CARTESIAN COORDINATES (ANGSTROEM)
C  -1.3799  0.0503  -0.1688
S  -0.1677  1.1147  -0.8773
P  1.3578  0.1492  0.2481
O  2.8040  0.8579  -0.0340
O  0.9057  -0.0399  1.6419
Cl  1.1826  -1.6494  -0.7399
H  -0.8857  -0.9264  -0.3154
H  -2.3516  0.1015  -0.6545
H  -1.4652  0.3420  0.8999

Electronic energy: -1390.278632 a.u.
Net charge: -1
HOMO level: -4.99 eV
Molar mass: 145.53 g mol⁻¹
Kohn-Sham gap: 8.399 eV
LUMO energy: 0.12541 Eh
ΔE to the lowest compared entry with this formula, charge and spin: 11.9 kcal per mole

These are the Mulliken partial charges, in e, on atoms 1 to 2: -0.64, -0.21

The following is a quantum chemistry calculation of an isolated molecule of CH3ClOS, from the OMol25 dataset.

CARTESIAN COORDINATES (ANGSTROEM)
C  -0.7902  0.0596  -0.0374
O  1.1218  -1.6063  0.5202
S  0.9089  -0.5991  -0.4789
Cl  1.8661  1.1584  0.0813
H  -0.7120  1.0187  -0.4838
H  -0.8122  0.4305  0.9061
H  -1.5824  -0.4618  -0.5076

Electronic energy: -973.476187 a.u.
Net charge: 0
HOMO level: -10.01 eV
Molar mass: 98.55 g mol⁻¹
Kohn-Sham gap: 10.217 eV
LUMO energy: 0.00772 Eh
ΔE to the lowest compared entry with this formula, charge and spin: 9.1 kcal per mole

These are the Mulliken partial charges, in e, on atoms 1 to 2: -1.05, -0.47

The following is a quantum chemistry calculation of a cluster of 2 separate species, CH3ClOSi in total, from the OMol25 dataset.

CARTESIAN COORDINATES (ANGSTROEM)
C  -2.3171  1.2806  0.9399
O  -2.4465  0.3094  0.4040
Si  1.0072  -0.2284  -0.4383
Cl  0.3550  -2.0389  0.2801
H  1.8836  0.3631  0.5220
H  -0.2088  0.4589  -0.0715
H  1.7267  -0.1446  -1.6363

Electronic energy: -864.820114 a.u.
Net charge: 0
HOMO level: -10.92 eV
Molar mass: 94.57 g mol⁻¹
Kohn-Sham gap: 11.793 eV
LUMO energy: 0.03194 Eh
ΔE to the lowest compared entry with this formula, charge and spin: 10.6 kcal per mole

These are the Mulliken partial charges, in e, on atoms 1 to 2: 0.11, -0.10

The following is a quantum chemistry calculation of a cluster of 2 separate species, CH3F2N4 in total, from the OMol25 dataset.

CARTESIAN COORDINATES (ANGSTROEM)
C  -0.8031  0.6356  0.0366
N  -2.9570  -0.4587  0.3459
N  -0.1935  -0.3122  -0.4161
N  -2.3973  0.4167  -0.1627
N  2.0364  -0.1824  -0.3714
F  2.4221  0.9182  0.3301
F  2.5391  -1.2348  0.2991
H  -0.4213  1.5198  0.5004
H  -2.5037  -1.2638  0.8027
H  2.2782  -0.0384  -1.3644

Electronic energy: -458.048625 a.u.
Net charge: +1
HOMO level (alpha / beta): -14.88 / -14.98 eV
Molar mass: 109.06 g mol⁻¹
Kohn-Sham gap (alpha / beta): 7.517 / 7.403 eV
LUMO energy (alpha / beta): -0.27073 / -0.27855 Eh
ΔE to the lowest compared entry with this formula, charge and spin: 71.2 kcal per mole

These are the Mulliken partial charges, in e, on atoms 1 to 2: 0.15, -0.09

The following is a quantum chemistry calculation of a cluster of 2 separate species, CH3F2NO in total, from the OMol25 dataset.

CARTESIAN COORDINATES (ANGSTROEM)
C  1.4521  0.0512  0.0356
N  -0.6834  -0.3776  -0.0515
O  1.8026  1.0640  -0.6810
F  1.7316  0.1412  1.3383
F  1.9123  -1.1650  -0.4139
H  -1.0133  -0.4422  0.8287
H  -0.5860  -1.3854  -0.1036
H  1.5841  0.9426  -1.5454

Electronic energy: -369.529011 a.u.
Net charge: 0
HOMO level: -9.58 eV
Molar mass: 83.04 g mol⁻¹
Kohn-Sham gap: 10.000 eV
LUMO energy: 0.01548 Eh
ΔE to the lowest compared entry with this formula, charge and spin: 88.5 kcal per mole

These are the Mulliken partial charges, in e, on atoms 1 to 2: 0.69, -0.64

The following is a quantum chemistry calculation of a cluster of 2 separate species, CH3F2P in total, from the OMol25 dataset.

CARTESIAN COORDINATES (ANGSTROEM)
H  -0.4866  -1.2497  1.5758
P  -1.5778  -1.0630  0.7211
C  -0.9805  0.3628  0.0846
F  -1.6597  1.0216  -0.8701
H  -0.0565  0.8709  0.3274
F  1.7357  0.7086  -1.6675
H  0.9266  0.4209  -2.0432

Electronic energy: -580.925794 a.u.
Net charge: 0
HOMO level: -9.88 eV
Molar mass: 84.00 g mol⁻¹
Kohn-Sham gap: 9.972 eV
LUMO energy: 0.00329 Eh
ΔE to the lowest compared entry with this formula, charge and spin: 12.0 kcal per mole

These are the Mulliken partial charges, in e, on atoms 1 to 2: 0.02, -0.10

The following is a quantum chemistry calculation of a cluster of 2 separate species, CH3F2PS in total, from the OMol25 dataset.

CARTESIAN COORDINATES (ANGSTROEM)
C  3.0880  -0.6362  0.3986
F  3.2534  -1.7943  0.9524
F  3.4359  -0.8939  -0.8817
P  -2.1075  0.3027  0.5909
S  -1.3269  0.9675  -1.2439
H  -3.1400  1.3374  0.8572
H  -3.0338  -0.5033  0.0931
H  -0.1691  1.2201  -0.7665

Electronic energy: -978.958267 a.u.
<S²>: 2.0032
Net charge: 0
HOMO level (alpha / beta): -8.68 / -9.47 eV
Molar mass: 116.07 g mol⁻¹
Kohn-Sham gap (alpha / beta): 9.415 / 6.487 eV
Spin multiplicity: 3
LUMO energy (alpha / beta): 0.02713 / -0.10951 Eh
ΔE to the lowest compared entry with this formula, charge and spin: 84.4 kcal per mole

These are the Mulliken partial charges, in e, on atoms 1 to 2: 0.32, -0.15

The following is a quantum chemistry calculation of an isolated molecule of CH3F2PS2, from the OMol25 dataset.

CARTESIAN COORDINATES (ANGSTROEM)
C  -1.4886  0.3081  -0.2337
S  0.0466  1.2075  -0.5778
P  1.4586  -0.0664  0.2550
F  1.1520  -1.5438  -0.5978
F  0.8039  -0.8029  1.6341
S  3.2881  0.4188  0.1600
H  -1.3294  -0.7222  -0.5615
H  -2.2196  0.8036  -0.8586
H  -1.7117  0.3971  0.7803

Electronic energy: -1377.446480 a.u.
Net charge: 0
HOMO level: -10.09 eV
Molar mass: 148.14 g mol⁻¹
Kohn-Sham gap: 10.064 eV
LUMO energy: -0.00087 Eh
ΔE to the lowest compared entry with this formula, charge and spin: 2.7 kcal per mole

These are the Mulliken partial charges, in e, on atoms 1 to 2: -0.76, -0.05

The following is a quantum chemistry calculation of the ion CH3F3N2P with charge +1, from the OMol25 dataset.

CARTESIAN COORDINATES (ANGSTROEM)
N  0.7275  -0.1409  0.3550
C  -0.0654  0.7852  0.8664
F  0.3818  1.6792  1.7450
N  -1.6326  1.1396  0.5099
P  -2.4460  1.6653  2.0200
F  -3.7791  1.1548  1.3598
F  -2.1500  0.3049  2.7588
H  0.5611  -0.7549  -0.4598
H  1.6847  0.0675  0.6301
H  -2.0522  0.3652  0.0467

Electronic energy: -790.129695 a.u.
Net charge: +1
HOMO level: -15.88 eV
Molar mass: 131.02 g mol⁻¹
Kohn-Sham gap: 10.563 eV
LUMO energy: -0.19537 Eh
ΔE to the lowest compared entry with this formula, charge and spin: 38.9 kcal per mole

These are the Mulliken partial charges, in e, on atoms 1 to 2: -0.25, 0.63

The following is a quantum chemistry calculation of the ion CH3F3OP with charge +1, from the OMol25 dataset.

CARTESIAN COORDINATES (ANGSTROEM)
C  0.0272  -0.3005  0.1364
O  1.3481  -0.6443  -0.4475
F  3.8696  -0.9914  -0.3224
F  2.9048  1.3052  -0.8043
F  2.9799  0.1879  1.5153
P  2.6778  -0.0597  -0.0060
H  0.1250  0.8189  0.0892
H  -0.0857  -0.6939  1.1265
H  -0.8208  -0.7226  -0.4701

Electronic energy: -755.893985 a.u.
Net charge: +1
HOMO level: -18.77 eV
Molar mass: 119.00 g mol⁻¹
Kohn-Sham gap: 13.712 eV
LUMO energy: -0.18603 Eh
ΔE to the lowest compared entry with this formula, charge and spin: 5.3 kcal per mole

These are the Mulliken partial charges, in e, on atoms 1 to 2: -0.51, -0.16

The following is a quantum chemistry calculation of a cluster of 2 separate species, CH3F3OSi in total, from the OMol25 dataset.

CARTESIAN COORDINATES (ANGSTROEM)
O  -0.4757  1.6032  1.4244
Si  -0.5776  0.1451  1.8081
F  0.0144  -0.5554  3.0931
F  -1.4403  -0.9782  1.0452
C  0.5083  0.0626  -1.4785
F  0.8485  -0.6228  -0.3720
H  1.2734  -0.2875  -2.1923
H  0.3220  1.1533  -1.4573
H  -0.4731  -0.5203  -1.8707

Electronic energy: -704.334453 a.u.
Net charge: 0
HOMO level: -11.60 eV
Molar mass: 116.11 g mol⁻¹
Kohn-Sham gap: 11.347 eV
LUMO energy: -0.00946 Eh
ΔE to the lowest compared entry with this formula, charge and spin: 54.6 kcal per mole

These are the Mulliken partial charges, in e, on atoms 1 to 2: -0.57, 0.97